C54H100N12O8 | the ωB97M-V functional and the def2-TZVPD basis

Output
<S²> = 0.75
HOMO (alpha / beta) = -14.98 / -14.99 eV

The geometry in ORCA input format:
```
! wB97M-V def2-TZVPD RIJCOSX def2/J DEFGRID3
* xyz 5 2
C -2.533 17.728 -7.235
C -3.482 16.518 -7.629
C -4.147 16.801 -9.052
C -4.831 15.504 -9.557
C -3.723 14.431 -9.796
C -3.046 13.977 -8.486
N -2.672 15.261 -7.727
O -1.564 15.121 -6.895
C -1.860 13.040 -8.879
C -4.145 13.166 -7.718
C -4.605 16.412 -6.526
H -3.164 18.593 -7.032
H -1.852 18.007 -8.039
H -2.050 17.533 -6.277
H -3.423 17.052 -9.827
H -4.789 17.679 -8.977
H -5.215 15.647 -10.567
H -5.642 15.188 -8.901
H -2.954 14.962 -10.357
H -3.972 13.498 -10.301
H -1.394 12.670 -7.966
H -1.006 13.481 -9.394
H -2.282 12.202 -9.434
H -4.939 13.730 -7.228
H -3.695 12.685 -6.850
H -4.522 12.323 -8.296
H -4.292 16.001 -5.566
H -5.577 16.078 -6.891
H -4.890 17.366 -6.082
C 3.637 9.817 -9.399
C 3.732 10.670 -8.064
C 5.141 11.396 -7.869
C 5.445 12.615 -8.730
C 4.343 13.694 -8.515
C 2.798 13.223 -8.544
N 2.650 11.755 -8.026
O 1.340 11.289 -7.995
C 2.246 13.382 -9.982
C 1.962 14.056 -7.546
C 3.557 9.697 -6.855
H 3.781 10.463 -10.264
H 2.685 9.307 -9.545
H 4.340 8.988 -9.483
H 5.840 10.581 -8.057
H 5.207 11.738 -6.836
H 5.472 12.315 -9.778
H 6.452 12.959 -8.495
H 4.572 14.535 -9.170
H 4.535 14.055 -7.505
H 2.849 12.804 -10.682
H 2.401 14.413 -10.300
H 1.176 13.179 -10.027
H 0.938 13.689 -7.630
H 1.927 15.078 -7.921
H 2.321 14.031 -6.517
H 2.617 9.145 -6.867
H 3.546 10.301 -5.947
H 4.478 9.118 -6.785
C -2.793 9.488 -14.216
C -3.517 10.763 -14.766
N -2.590 11.880 -14.687
C -1.689 12.356 -15.676
C -1.026 13.420 -15.155
N -1.365 13.489 -13.859
C -2.340 12.630 -13.586
C -0.821 14.405 -12.863
H -3.434 8.627 -14.404
H -2.622 9.513 -13.140
H -1.796 9.444 -14.654
H -4.455 10.968 -14.250
H -3.676 10.568 -15.827
H -1.611 11.892 -16.648
H -0.358 14.154 -15.579
H -2.937 12.551 -12.689
H -0.080 15.030 -13.361
H -0.306 13.813 -12.107
H -1.629 14.996 -12.433
C 1.113 19.817 -6.993
C 0.363 19.750 -5.600
N 1.226 19.346 -4.503
C 1.921 20.274 -3.718
C 2.705 19.560 -2.780
N 2.576 18.230 -3.102
C 1.594 18.051 -4.071
C 3.225 17.179 -2.323
H 1.619 18.854 -7.057
H 1.976 20.483 -7.013
H 0.453 20.053 -7.828
H -0.489 19.086 -5.746
H -0.132 20.704 -5.415
H 1.709 21.315 -3.910
H 3.476 19.814 -2.067
H 1.506 17.058 -4.487
H 3.051 17.124 -1.249
H 4.307 17.314 -2.336
H 2.886 16.228 -2.734
C 0.022 18.011 -14.328
C -0.831 17.168 -15.339
N -2.207 16.975 -14.958
C -3.049 16.160 -15.651
C -4.323 16.003 -14.973
N -4.198 16.948 -13.963
C -2.874 17.470 -13.912
C -5.264 17.195 -12.952
H 1.039 18.066 -14.717
H 0.141 17.432 -13.412
H -0.417 18.989 -14.133
H -0.393 16.182 -15.489
H -0.877 17.665 -16.308
H -2.688 15.615 -16.511
H -5.173 15.377 -15.197
H -2.386 17.995 -13.104
H -5.852 18.097 -13.121
H -4.928 17.305 -11.921
H -5.881 16.298 -12.999
C -0.583 21.905 -10.334
C -0.251 21.149 -11.652
N 0.658 21.888 -12.545
C 0.777 21.714 -13.931
C 1.819 22.542 -14.415
N 2.408 23.003 -13.261
C 1.763 22.565 -12.182
C 3.575 23.934 -13.287
H -1.425 21.342 -9.931
H -0.810 22.936 -10.607
H 0.279 22.006 -9.676
H -1.159 20.977 -12.231
H 0.111 20.141 -11.447
H 0.030 21.166 -14.486
H 2.145 22.781 -15.417
H 2.016 22.868 -11.176
H 3.691 24.276 -14.316
H 4.458 23.317 -13.120
H 3.511 24.711 -12.526
C -9.266 22.526 -10.774
C -8.852 21.097 -10.772
N -7.491 20.908 -11.300
C -7.099 21.084 -12.570
C -5.680 20.997 -12.527
N -5.258 20.612 -11.211
C -6.362 20.615 -10.460
C -3.923 20.276 -10.832
H -9.523 22.829 -11.789
H -8.679 23.319 -10.311
H -10.177 22.496 -10.176
H -9.534 20.544 -11.419
H -9.017 20.806 -9.734
H -7.780 21.175 -13.403
H -4.954 20.943 -13.325
H -6.422 20.486 -9.389
H -3.438 19.690 -11.612
H -3.850 19.664 -9.933
H -3.369 21.195 -10.640
C 3.727 20.054 -10.390
C 4.026 21.443 -9.930
O 4.869 22.117 -10.515
O 3.346 21.804 -8.975
H 2.753 19.972 -10.873
H 3.668 19.330 -9.577
H 4.404 19.709 -11.171
C 3.904 17.343 -7.670
C 4.943 16.613 -6.867
O 4.755 16.348 -5.709
O 6.063 16.581 -7.382
H 2.927 16.997 -7.333
H 4.084 17.163 -8.730
H 3.811 18.382 -7.353
C 0.759 17.871 -9.826
C -0.456 17.347 -10.528
O -1.281 18.160 -10.989
O -0.490 16.076 -10.322
H 0.945 18.941 -9.914
H 1.605 17.492 -10.399
H 0.796 17.537 -8.789
*
```

Results of the Mulliken charge analysis, in e, for atoms 1 through 2: -2.526 1.522



C12H34N6O18S2 | the ωB97M-V functional and the def2-TZVPD basis

Output
SMILES = CCOS(C)(=O)=O.CCOS(C)(=O)=O.C[N+](=O)[O-].C[N+](=O)[O-].C[N+](=O)[O-].C[N+](=O)[O-].C[N+](=O)[O-].C[N+](=O)[O-]
HOMO = -10.97 eV

The geometry in ORCA input format:
```
! wB97M-V def2-TZVPD RIJCOSX def2/J DEFGRID3
* xyz 0 1
C -20.452 23.502 25.635
C -20.969 22.438 24.623
O -22.145 23.038 24.066
S -23.633 22.210 24.222
C -24.498 23.528 25.295
O -24.386 22.150 22.919
O -23.406 20.983 25.036
H -21.146 23.682 26.456
H -20.267 24.458 25.145
H -19.454 23.233 25.983
H -20.215 22.287 23.850
H -21.117 21.498 25.155
H -24.599 24.409 24.660
H -23.950 23.640 26.231
H -25.464 23.087 25.538
C -27.370 29.009 15.437
C -28.363 28.958 16.575
O -28.733 30.288 16.835
S -29.830 30.595 18.092
C -28.706 30.420 19.450
O -30.140 32.014 17.914
O -30.912 29.628 18.118
H -27.882 29.096 14.478
H -26.640 28.201 15.431
H -26.876 29.959 15.642
H -29.199 28.270 16.445
H -27.820 28.639 17.465
H -29.179 30.739 20.379
H -27.868 31.111 19.353
H -28.499 29.355 19.556
C -22.395 22.479 14.104
N -23.230 23.635 13.746
O -24.280 23.400 13.100
O -22.905 24.763 14.070
H -21.801 22.175 13.242
H -23.075 21.628 14.119
H -21.793 22.686 14.988
C -17.763 26.733 21.017
N -16.519 26.134 21.403
O -15.646 26.896 21.691
O -16.388 24.934 21.368
H -18.401 26.656 21.897
H -18.161 26.144 20.191
H -17.458 27.735 20.716
C -24.713 25.276 18.950
N -23.325 25.813 18.745
O -23.204 26.891 18.105
O -22.388 25.139 19.211
H -25.094 25.600 19.919
H -24.764 24.191 19.041
H -25.322 25.606 18.108
C -29.344 23.451 21.303
N -30.225 24.245 20.314
O -31.437 24.031 20.252
O -29.623 25.171 19.749
H -28.876 22.789 20.573
H -29.862 22.862 22.060
H -28.507 24.040 21.679
C -24.763 29.575 24.177
N -24.019 29.243 22.968
O -24.696 29.233 21.969
O -22.867 28.846 23.047
H -24.230 29.741 25.113
H -25.249 28.647 24.477
H -25.480 30.326 23.845
C -28.730 20.379 14.572
N -27.706 21.021 15.434
O -27.877 22.140 15.806
O -26.752 20.368 15.800
H -28.811 19.308 14.760
H -28.313 20.634 13.598
H -29.660 20.882 14.838
*
```

Results of the Mulliken charge analysis, in e, for atoms 1 through 2: -1.040 -0.202



C6H24BO10S | the ωB97M-V functional and the def2-TZVPD basis

Output
HOMO = -5.17 eV

The geometry in ORCA input format:
```
! wB97M-V def2-TZVPD RIJCOSX def2/J DEFGRID3
* xyz -1 1
C -2.398 1.974 -0.542
O -2.076 0.955 0.425
B -0.977 0.210 0.057
O -1.173 -1.169 -0.140
S 0.763 0.882 -0.153
O 1.519 0.085 -1.139
O 1.405 0.751 1.171
O 0.803 2.317 -0.606
H -2.684 1.566 -1.532
H -1.621 2.757 -0.635
H -3.296 2.497 -0.149
H -1.322 -1.347 -1.084
C 0.373 -4.489 -0.771
O 0.397 -4.230 -2.176
H -0.463 -5.150 -0.549
H 1.304 -4.970 -0.470
H 0.247 -3.551 -0.228
H 1.144 -3.644 -2.343
C -0.877 2.998 3.283
O -2.155 3.234 2.695
H -0.174 2.744 2.493
H -0.529 3.898 3.798
H -0.940 2.167 3.992
H -2.762 3.459 3.407
C 2.066 5.617 1.140
O 1.087 4.601 1.061
H 1.644 6.466 1.679
H 2.948 5.253 1.678
H 2.357 5.941 0.134
H 1.481 3.855 0.577
C -1.952 -2.670 -4.566
O -1.975 -2.589 -3.150
H -2.912 -2.324 -4.948
H -1.156 -2.037 -4.967
H -1.793 -3.706 -4.879
H -1.114 -2.905 -2.843
C 2.191 -3.020 1.830
O 2.809 -4.248 1.442
H 1.151 -3.211 2.084
H 2.703 -2.604 2.701
H 2.231 -2.310 1.001
H 3.724 -4.053 1.221
*
```

Results of the natural (NBO) charge analysis, in e, for atoms 1 through 2: -0.270 -0.736



C5H15BrCuN3O2 | the ωB97M-V functional and the def2-TZVPD basis

Output
<S²> = 0.75
HOMO (alpha / beta) = -10.59 / -10.59 eV

The geometry in ORCA input format:
```
! wB97M-V def2-TZVPD RIJCOSX def2/J DEFGRID3
* xyz 1 2
Cu -6.326 -4.125 12.155
Br -10.703 -5.583 11.284
C -15.339 0.156 8.323
O -14.275 0.686 7.958
N -16.541 0.698 8.269
N -15.350 -1.015 8.870
H -17.319 0.281 8.760
H -16.634 1.614 7.854
H -14.472 -1.497 9.000
H -16.210 -1.435 9.193
C -11.498 -12.631 13.529
C -10.947 -12.792 12.132
C -11.934 -12.472 10.949
O -11.260 -12.563 9.728
C -12.122 -12.424 8.633
N -9.760 -12.045 11.892
H -11.806 -11.592 13.646
H -10.945 -12.947 14.414
H -12.381 -13.266 13.599
H -10.617 -13.829 12.073
H -12.255 -11.442 11.105
H -12.882 -12.977 11.133
H -12.800 -13.275 8.698
H -11.456 -12.526 7.776
H -12.596 -11.446 8.554
H -9.679 -12.204 10.898
H -9.935 -11.067 12.078
*
```

Results of the natural (NBO) charge analysis, in e, for atoms 1 through 2: 0.996 0.004



C3H8NO3 | the ωB97M-V functional and the def2-TZVPD basis

Output
HOMO = -4.53 eV

The geometry in ORCA input format:
```
! wB97M-V def2-TZVPD RIJCOSX def2/J DEFGRID3
* xyz -1 1
O -1.150 -1.788 1.018
C -0.316 -1.229 0.300
N -0.324 0.067 -0.001
C -1.239 0.967 0.687
O -1.145 2.256 0.141
C 0.778 -2.036 -0.370
H 0.546 0.638 -0.348
H -0.998 0.989 1.759
H -2.250 0.611 0.565
H 0.931 -2.958 0.195
H 0.480 -2.282 -1.392
H 1.713 -1.480 -0.429
H -0.173 2.375 -0.098
H 1.682 2.053 -1.467
O 1.466 1.818 -0.561
*
```

Results of the natural (NBO) charge analysis, in e, for atoms 1 through 2: -0.712 0.660



C4H4O2 | the ωB97M-V functional and the def2-TZVPD basis

Output
SMILES = O=C=CCC=O
HOMO = -9.36 eV

The geometry in ORCA input format:
```
! wB97M-V def2-TZVPD RIJCOSX def2/J DEFGRID3
* xyz 0 1
O -2.846 -0.384 -0.193
C -1.742 -0.630 0.135
C -0.480 -0.776 0.356
C 0.550 -0.164 -0.635
C 1.055 0.970 0.242
O 1.095 2.110 -0.098
H -0.207 -0.995 1.341
H 1.311 -1.025 -0.862
H -0.060 0.362 -1.511
H 1.324 0.532 1.223
*
```

Results of the natural (NBO) charge analysis, in e, for atoms 1 through 2: -0.450 0.723



Computed molar mass, in the same sequence as the records: 1045.47; 614.56; 299.13; 292.64; 106.10; 84.07 g mol⁻¹.